C5H9NOS | wB97M-V/def2-TZVPD

Each line ends with the Mulliken charge.
Positions of all 17 atoms, in Å:
N  -2.31257  0.57558  0.76629  -0.409
C  -1.17714  -0.18174  0.80054  0.405
O  -1.07867  -1.28778  1.36515  -0.631
C  0.18294  0.50037  0.28116  0.156
C  1.40458  -0.28305  0.45274  -0.917
C  1.49392  -1.38698  -0.64204  -0.691
S  0.59200  -0.60255  -2.14658  -0.205
C  -0.13611  0.80190  -1.17722  -0.654
H  -3.06541  0.19498  1.29208  0.268
H  -2.34743  1.60341  0.54525  0.240
H  0.40342  1.56613  0.70563  0.285
H  2.24674  0.30736  0.49564  0.474
H  1.40305  -0.74256  1.50703  0.277
H  2.47824  -1.49103  -1.01823  0.417
H  0.88892  -2.29968  -0.39319  0.321
H  -1.24105  0.88571  -1.28299  0.322
H  0.26456  1.83993  -1.55125  0.340

Energy relative to the best compared isomer or geometry (same formula, charge and spin) (kcal/mol): 21.00
Electronic energy (Eh): -724.086335
Gap between HOMO and LUMO (Ha): 0.334
M (Da): 131.20
SMILES: NC(=O)[C@H]1CCSC1